Density functional theory data (ωB97M-V/def2-TZVPD) for C35H80CdNO15 as an isolated structure in a non-equilibrium geometry.

```
132
Properties=species:S:1:pos:R:3:forces:R:3
Cd 19.7119 10.2489 -14.3643 -0.3818 0.4036 0.1684
C 18.1488 6.1726 -15.0687 0.1094 0.9140 -0.4586
C 19.6486 5.8868 -15.2416 0.5299 0.0621 1.4459
C 19.9084 4.5363 -15.9367 -0.1411 0.8328 -2.7585
C 19.8205 4.6405 -17.4744 -1.0716 0.9871 0.4922
C 20.6492 5.8003 -17.9863 0.3715 0.2016 0.4728
C 20.5083 7.2125 -17.2842 -2.0913 -0.8376 -0.3438
N 20.4804 7.0544 -15.7752 0.4286 -0.3283 -0.8676
O 20.4851 8.3389 -15.0085 0.1579 -2.9053 -1.3319
C 19.1650 7.8165 -17.9346 0.6584 -0.5813 1.3947
C 21.6365 8.0836 -17.7755 0.7709 0.7084 -0.3670
C 20.1520 5.5941 -13.8054 0.0517 0.5928 0.0938
H 18.1284 7.0674 -14.4466 -0.2914 0.1782 -0.0570
H 17.5265 5.4276 -14.5730 0.4370 -0.3901 0.1954
H 17.6265 6.3997 -15.9981 0.2607 0.0855 -0.1307
H 19.1637 3.7993 -15.6361 0.3933 -0.1036 0.5383
H 20.9456 4.2041 -15.8918 0.1228 -0.1132 1.2043
H 18.8237 4.8777 -17.8464 -0.5696 -0.2857 0.4071
H 20.0786 3.7019 -17.9648 0.2755 -0.1156 -0.0162
H 20.2623 5.9185 -18.9985 0.7906 0.3323 -0.3879
H 21.6925 5.4854 -17.9637 0.3158 0.2378 -0.2516
H 19.1715 7.9454 -19.0169 0.7093 0.4717 0.1395
H 18.9756 8.7347 -17.3785 -0.3770 0.0823 -0.3942
H 18.3391 7.1142 -17.8222 -0.1493 0.0280 0.5222
H 21.7276 9.0660 -17.3122 -0.4158 -0.1167 0.4229
H 21.4950 8.3160 -18.8310 -0.2805 -0.1249 -0.2150
H 22.6370 7.6519 -17.7470 0.0492 -0.4440 0.4605
H 21.2187 5.3702 -13.8114 0.1440 0.2123 -0.0200
H 19.6614 4.7272 -13.3627 -0.3008 -0.1905 -0.1552
H 19.9473 6.4436 -13.1538 0.2280 0.1128 -0.0035
C 16.2823 10.2894 -16.8655 -0.7159 1.1142 -2.6786
C 17.4012 10.6690 -16.2058 -0.4919 -1.4146 1.6537
C 18.5310 11.3640 -16.9175 2.6925 -0.0027 0.8299
O 19.6487 11.5381 -16.2593 -1.4435 -0.2615 -0.1024
C 18.5258 11.6624 -18.2530 -1.3171 0.0571 -1.8316
C 17.3817 11.3949 -19.1098 -0.3390 -0.8934 1.8314
C 16.1228 10.7274 -18.2531 0.0053 0.6677 -1.3644
O 15.1167 10.6912 -18.9566 -0.3116 -0.3922 1.1445
O 17.2214 11.5239 -20.3204 0.6219 0.1853 0.9430
O 17.4728 10.2776 -14.9732 1.3253 0.8351 -0.3532
H 15.4530 9.9424 -16.2669 -0.2416 -0.2082 -0.2168
H 19.4448 11.9969 -18.7112 0.1669 0.1855 0.0714
C 22.5255 4.9417 -10.6775 1.1520 0.2999 -0.6194
C 22.1061 3.5010 -10.9222 -1.0802 0.1526 0.7256
O 21.6682 3.0278 -9.6186 0.4576 -0.3285 -0.3526
H 21.7463 5.5984 -10.2905 -0.1562 -0.3772 -0.0632
H 22.9962 5.4545 -11.5163 -0.6348 -0.2002 -0.7390
H 23.3934 5.0153 -10.0222 -0.2368 -0.5303 0.7220
H 22.8142 2.8102 -11.3800 0.7936 0.3364 0.3393
H 21.2362 3.3634 -11.5644 -0.1763 0.7835 -0.3423
H 21.3659 2.1303 -9.7757 -0.1121 -0.1243 0.2581
C 16.1581 6.0458 -11.6916 -0.2542 -0.7101 0.6094
C 16.0060 7.5108 -11.2819 1.2380 0.7972 -0.7624
O 16.3228 8.3736 -12.3511 -0.1982 0.1780 -0.3456
H 17.1312 5.6934 -12.0335 0.3134 0.7793 -0.0744
H 15.4657 5.7635 -12.4847 -0.1865 0.3428 -0.1429
H 15.9358 5.3523 -10.8806 -0.2390 0.0993 0.4012
H 16.7462 7.9317 -10.6014 -0.0264 -1.0666 0.9743
H 15.0238 7.7717 -10.8878 -0.3831 -0.4575 0.1009
H 15.9762 7.9883 -13.1593 -0.1777 0.0452 -0.3799
C 23.7851 3.2592 -18.3705 0.1157 -0.0627 -0.6019
C 24.6163 4.2932 -17.6191 -1.6123 -0.5089 -0.4231
O 25.8879 3.7718 -17.4581 1.7865 -0.1884 0.3164
H 22.7368 3.5489 -18.4419 -0.0218 -0.1195 -0.0521
H 23.8888 2.2578 -17.9529 -0.1916 0.2257 0.6475
H 24.1976 3.0805 -19.3635 -0.0996 0.4839 -0.3636
H 24.1344 4.4457 -16.6534 0.2051 0.3368 0.1643
H 24.6884 5.2406 -18.1532 -0.4610 0.1359 0.0654
H 26.4479 4.2567 -18.0687 0.2694 -0.2096 0.1801
C 13.5669 7.0513 -16.0536 -0.2195 -0.8565 -1.1911
C 14.9189 6.4887 -15.6758 -0.9148 0.3598 0.7586
O 15.4205 7.4183 -14.7425 1.0166 -0.1141 -0.1609
H 13.1488 6.3661 -16.7911 -0.7170 -0.2842 0.1859
H 13.5845 7.9906 -16.6063 0.5367 0.2154 0.3202
H 12.9579 7.1694 -15.1574 -0.1154 -0.1460 -0.1844
H 15.5596 6.2265 -16.5178 0.2144 0.6361 -0.1303
H 14.8306 5.5511 -15.1270 -0.3472 -0.2203 0.0578
H 15.9973 8.0185 -15.2206 0.3730 0.6651 -0.0044
C 17.9863 8.3197 -21.5639 0.5415 -1.3413 0.0322
C 16.8138 8.0683 -20.6402 0.0868 1.8179 0.7950
O 15.7497 8.9040 -21.0394 -1.2159 -0.7055 -1.0075
H 17.9204 7.6276 -22.4034 -0.1683 0.0362 -0.4172
H 18.8880 7.9847 -21.0511 0.3450 0.3333 0.0095
H 18.0979 9.3290 -21.9601 -0.2606 0.0341 0.5462
H 16.9520 8.4597 -19.6323 0.9153 -0.2564 0.2040
H 16.5797 7.0126 -20.5030 -0.2072 -0.2026 -0.4014
H 15.0344 8.3639 -21.3832 -0.1078 0.0953 -0.0463
C 16.6830 2.6588 -14.7873 -0.6277 0.4622 0.4095
C 16.5755 1.1926 -15.0758 -0.4171 0.1815 0.3807
O 17.4952 0.8142 -16.0530 1.1376 -0.7288 -0.5860
H 16.6661 3.2386 -15.7102 0.2590 -0.0132 -0.0218
H 17.5399 2.9220 -14.1672 0.1899 -0.0557 -0.2997
H 15.8060 2.9773 -14.2239 -0.1410 0.0525 0.1154
H 15.5875 0.9318 -15.4553 -0.3349 0.0561 0.2731
H 16.8078 0.5998 -14.1911 -0.4915 0.0838 0.3930
H 17.9298 0.0602 -15.6476 0.4089 -0.0265 -0.6515
C 22.3556 1.4516 -15.7725 0.5785 0.6307 1.3486
C 23.1736 2.1763 -14.6305 -0.0794 -0.4013 -1.7100
O 23.8771 1.2094 -13.8300 -0.7430 0.6992 0.3990
H 23.0206 0.8221 -16.3638 0.0518 0.1584 -0.1456
H 21.8382 2.1816 -16.3949 0.0799 -0.1059 -0.0766
H 21.6195 0.7880 -15.3186 -0.0854 0.0755 0.0818
H 22.5518 2.8935 -14.0947 -0.4052 -0.8931 0.9156
H 23.8627 2.9148 -15.0400 0.5311 -0.3657 -0.5185
H 24.6009 0.8471 -14.3462 -0.0371 0.1740 -0.1779
C 19.3820 4.3616 -21.8818 0.6175 0.2109 -0.9298
C 19.5527 4.7128 -23.3715 -2.1078 1.6372 0.6862
O 18.9498 3.7699 -24.2479 0.9029 -0.8200 -0.1729
H 19.6969 3.3266 -21.7489 0.2551 0.1060 0.4602
H 18.3625 4.4776 -21.5142 -0.1591 -0.0709 -0.3014
H 19.9733 5.0970 -21.3362 0.1973 -0.3876 0.3641
H 20.5342 5.1040 -23.6395 0.2943 -1.1621 -0.2667
H 18.9286 5.5878 -23.5529 0.1333 0.6806 0.3642
H 18.1261 3.5532 -23.8050 -0.1346 -0.1572 -0.1664
C 24.2345 10.6343 -18.2794 -1.6918 0.6251 1.6167
C 24.8773 12.0204 -18.5176 0.7395 -1.5534 -1.4336
O 25.1115 12.9396 -17.4490 -0.3682 -1.0879 -0.4442
H 23.1854 10.8622 -18.0906 -0.3032 -0.2981 0.3912
H 24.5711 10.0705 -17.4094 0.3238 0.3106 0.1671
H 24.1474 9.8892 -19.0701 0.7112 0.5771 -0.6791
H 24.2661 12.4925 -19.2868 0.0768 0.2419 -0.1140
H 25.8150 11.7168 -18.9830 0.5496 0.9779 0.1242
H 24.2263 13.2088 -17.1929 -0.0890 0.1822 0.4217
C 25.4089 6.5921 -14.4137 -0.0273 0.0591 -1.0606
C 24.0037 7.1441 -14.2338 -0.4069 -0.1114 1.8134
O 23.5922 8.2388 -14.9864 1.1693 0.1596 -1.3300
H 26.1262 7.3913 -14.2268 0.1976 -0.1127 -0.1797
H 25.5541 6.1504 -15.3995 0.1303 0.4015 -0.4050
H 25.6436 5.7396 -13.7762 -0.3513 0.2156 0.5889
H 24.0047 7.5504 -13.2224 -0.1467 -0.4750 0.7044
H 23.2504 6.3571 -14.2700 -0.0074 -0.2160 -0.1040
H 22.6670 8.1196 -15.2134 -0.9041 0.1257 0.0218
```
Forces are in eV/Å.

Properties
- LUMO (spin up / spin down): 3.26 / 3.26 eV
- Gap between HOMO and LUMO (spin up / spin down): 3.81 / 5.21 eV
- Spin multiplicity: 2
- Total charge: -2
- Maximum force: 3.20 eV Å⁻¹